# 1
A molecular structure, C49H60F5MnN8O4P2S2. Source: the OMol25 dataset; level of theory: ωB97M-V/def2-TZVPD.

The geometry in XYZ format:
```
131
Properties=species:S:1:pos:R:3:forces:R:3
Mn 0.66228 0.26771 0.24632 0.008 -0.234 0.390
C -3.39637 -0.46884 1.39138 0.018 0.082 -0.068
P -1.63071 -0.20655 1.83298 0.472 -0.175 0.026
C -1.17391 -1.89514 2.28444 -0.264 -0.049 -0.080
C -0.68674 -2.46067 3.39265 0.101 -0.013 -0.013
C -0.33649 -3.88871 3.40191 -0.006 0.037 0.006
C -0.64136 -4.73008 2.40710 -0.007 0.010 0.010
C -1.41379 -4.24090 1.22070 0.003 -0.006 -0.057
C -1.24383 -2.73291 1.04321 0.008 -0.003 0.088
C -1.61865 0.99663 3.16576 -0.122 0.025 0.054
C -1.36962 2.35445 2.60493 -0.115 -0.060 -0.032
C -1.38314 3.61051 3.49772 0.025 -0.010 0.060
C -1.21616 3.24271 4.94436 -0.008 0.016 0.006
C -1.41021 1.99657 5.38160 -0.004 -0.021 -0.020
C -1.64630 0.84376 4.49093 0.081 0.032 0.031
P -4.09729 0.42449 -0.07614 0.164 0.022 0.039
C -5.85488 -0.04636 0.11576 -0.024 -0.012 -0.070
C -6.78924 0.73737 -0.56501 0.010 0.015 -0.002
C -8.13842 0.43631 -0.50664 -0.011 -0.014 0.002
C -8.57566 -0.66275 0.22277 -0.004 0.007 -0.005
C -7.65607 -1.45680 0.88680 0.010 0.009 -0.011
C -6.30068 -1.15230 0.83316 0.009 -0.027 -0.010
C -4.16031 2.13423 0.57426 -0.100 0.076 -0.036
C -3.60295 3.16227 -0.18143 -0.071 -0.015 -0.029
C -3.70412 4.48378 0.24551 0.032 0.006 -0.009
C -4.34757 4.78013 1.43662 0.009 0.006 0.001
C -4.90310 3.75804 2.20172 0.006 0.000 -0.015
C -4.81957 2.44734 1.76526 0.054 -0.047 0.040
H -3.95614 -0.28815 2.31356 0.001 0.058 -0.029
H -3.48551 -1.52989 1.16345 -0.080 -0.022 0.066
H -0.50255 -1.88510 4.28983 -0.015 -0.015 0.013
H 0.15998 -4.27066 4.28461 0.001 0.005 0.002
H -0.42380 -5.78952 2.47020 0.010 0.001 0.001
H -2.80680 -5.52991 0.93208 0.013 0.003 -0.045
H -2.02546 -2.41512 0.35138 -0.010 -0.022 -0.030
H -1.93867 2.53003 1.69145 -0.002 0.003 0.014
H -2.24096 4.27456 3.38352 -0.001 -0.007 -0.030
H -1.02086 4.03874 5.65193 0.002 0.006 -0.007
H -1.36543 1.79459 6.44355 -0.005 -0.002 0.002
H -1.79794 -0.12516 4.95016 -0.002 -0.001 -0.005
H -6.46128 1.59804 -1.13799 0.004 0.001 0.009
H -8.85108 1.05748 -1.03254 -0.001 0.002 0.001
H -9.63026 -0.89848 0.26891 0.000 -0.001 -0.001
H -7.98896 -2.31794 1.45085 0.002 0.000 0.003
H -5.60815 -1.79923 1.35639 -0.009 0.006 0.015
H -3.12228 2.93220 -1.12666 0.016 0.003 0.004
H -3.30696 5.28290 -0.36649 0.052 0.010 -0.004
H -4.43991 5.80943 1.75892 0.008 0.000 0.004
H -5.42533 3.99045 3.12093 0.002 -0.001 0.002
H -5.29315 1.65975 2.34163 -0.017 0.016 0.001
C -2.03691 -2.86508 -7.00452 -0.018 -0.001 0.032
C -1.38234 -4.22242 -6.81541 -0.037 -0.044 -0.011
S 0.00883 -4.20900 -5.71233 0.007 0.017 -0.052
O 0.77469 -5.40809 -5.90454 0.021 -0.015 0.043
O 0.67247 -2.92430 -5.78069 0.033 -0.012 -0.036
C -0.70685 -4.29928 -4.07679 -0.055 -0.012 0.076
C 0.44224 -4.32147 -3.06052 -0.063 -0.006 0.062
N 0.24057 -3.43495 -1.90961 0.118 0.007 0.015
C 0.32871 -2.06679 -1.86774 -0.013 0.032 -0.006
N 0.23918 -1.55485 -0.66371 0.030 -0.150 -0.069
C 0.07300 -2.67135 0.26785 0.068 0.076 -0.015
C -0.07170 -3.83429 -0.61531 -0.093 -0.068 -0.083
N -0.84800 -4.74338 -0.13485 -0.003 0.042 0.041
O -1.26309 -5.82759 -0.63103 -0.011 -0.006 -0.015
O -2.74318 -4.60562 1.23063 -0.007 -0.011 0.073
C 0.44268 -1.25246 -3.10270 0.011 -0.021 0.019
H -2.80712 -2.94497 -7.76993 -0.008 0.011 0.006
H -1.30772 -2.12245 -7.31983 0.003 -0.007 -0.014
H -2.51695 -2.51690 -6.08868 0.009 0.004 0.003
H -0.96632 -4.62739 -7.73979 0.015 0.055 -0.016
H -2.06903 -4.97030 -6.41445 0.020 -0.043 -0.047
H -1.30735 -5.20466 -4.00552 -0.024 0.013 -0.011
H -1.35453 -3.43032 -3.95760 0.016 0.007 0.036
H 1.39314 -4.06076 -3.52628 -0.031 0.012 -0.054
H 0.53905 -5.32318 -2.65153 0.055 0.009 0.000
H 0.92798 -2.73292 0.94576 -0.023 -0.013 0.009
H 1.01285 -1.75336 -3.88418 -0.017 -0.002 -0.009
H 0.87731 -0.28349 -2.86598 -0.011 0.008 0.002
H -0.56079 -1.08767 -3.50369 0.002 0.007 -0.002
C 7.10178 -0.77668 2.10634 0.010 0.007 0.005
C 5.92761 -0.29578 1.27363 -0.020 0.024 0.074
N 4.63430 -0.72785 1.81988 -0.043 0.034 -0.131
C 3.56429 0.00646 2.13712 0.120 -0.153 -0.062
S 2.02777 -0.81616 2.15689 -0.041 0.076 0.108
N 3.64945 1.28502 2.46730 -0.149 0.039 0.086
C 4.78755 2.01575 3.04743 0.001 -0.020 0.007
C 5.15772 3.24266 2.23568 0.006 0.014 -0.028
H 8.04044 -0.49610 1.63001 0.000 0.010 0.002
H 7.08957 -1.86222 2.20627 -0.003 -0.002 -0.005
H 7.08178 -0.34837 3.10845 0.005 -0.005 0.000
H 5.99320 -0.69664 0.25832 0.015 -0.035 0.018
H 5.91876 0.78586 1.17542 -0.005 0.023 -0.019
H 4.42378 -1.70964 1.71985 -0.017 0.008 -0.011
H 2.74826 1.69175 2.67787 -0.105 0.018 0.020
H 5.62580 1.33676 3.16637 0.009 -0.026 -0.007
H 4.48279 2.30613 4.05425 0.003 0.027 -0.015
H 5.45098 2.97673 1.21808 0.011 0.001 0.008
H 5.98868 3.76709 2.70570 0.000 -0.003 0.006
H 4.31765 3.93658 2.17764 -0.005 -0.010 -0.005
F 0.91157 2.02131 3.27595 0.174 -0.056 -0.047
C 0.11212 2.58028 2.29087 0.094 0.015 -0.008
C 0.48366 2.14056 0.93241 -0.214 0.072 -0.301
C 0.14136 2.99769 -0.01744 0.061 0.236 0.003
F 0.11370 2.62084 -1.31754 0.026 0.037 -0.013
C -0.26269 4.38337 0.22411 0.023 -0.062 0.036
F -0.48580 5.13248 -0.85169 -0.061 0.012 0.016
C -0.41033 4.86505 1.46035 -0.074 0.043 0.010
F -0.77585 6.12459 1.66066 -0.008 0.004 0.001
C -0.12637 4.06451 2.69156 0.011 0.030 -0.044
F 0.88631 4.67269 3.38549 0.001 -0.039 0.027
C 3.11107 3.20061 -1.02237 0.097 -0.010 0.058
N 3.43059 2.14865 -1.96880 -0.185 -0.016 -0.063
C 3.71839 2.61025 -3.32431 0.010 0.001 0.019
C 3.32695 0.83944 -1.66688 0.108 -0.059 -0.049
N 2.47107 0.35498 -0.77799 -0.081 0.155 0.057
N 4.17592 -0.00009 -2.32396 -0.018 0.002 0.008
C 3.95169 -1.43438 -2.34753 -0.001 -0.002 0.009
C 5.53869 0.39720 -2.67105 -0.012 0.005 -0.008
H 3.92620 3.92737 -1.02366 0.009 -0.003 0.010
H 3.01006 2.78212 -0.02531 -0.040 -0.001 0.004
H 2.19759 3.72266 -1.30346 0.007 0.020 -0.013
H 2.95535 3.33502 -3.61120 -0.005 -0.005 -0.001
H 3.68495 1.77934 -4.02276 0.005 -0.002 -0.003
H 4.69341 3.09597 -3.38820 -0.002 0.012 0.000
H 2.78115 -0.57114 -0.49712 0.019 -0.005 -0.017
H 4.39925 -1.93668 -1.48101 0.005 -0.002 -0.002
H 4.40591 -1.84684 -3.24726 0.006 -0.002 0.002
H 2.88824 -1.65366 -2.37493 0.010 0.003 0.006
H 5.75164 1.39281 -2.29526 0.003 -0.001 0.009
H 5.69772 0.37916 -3.74968 0.001 0.006 -0.001
H 6.23984 -0.30151 -2.20982 0.004 -0.005 -0.015
```
Forces are in eV/Å.

## Properties
Multiplicity: 5
Gap between HOMO and LUMO (spin up / spin down): 5.47 / 7.31 eV
ΔE to the lowest compared entry with this formula, charge and spin: 62.82 kcal/mol
LUMO level (spin up / spin down): -0.2566 / -0.1894 hartree
Net charge: +2

---

# 2
2 unconnected molecules or ions with the total composition C2H3BrFNO2 at a distorted geometry. Source: the OMol25 dataset; level of theory: ωB97M-V/def2-TZVPD.

The geometry in XYZ format:
```
10
Properties=species:S:1:pos:R:3:forces:R:3
C -1.27205 0.60788 0.01460 1.634 0.628 -1.895
C 0.04080 0.99314 -0.51310 1.415 0.581 0.565
N 1.78609 -2.23876 0.77359 -1.458 -0.142 -1.436
O 1.37918 -3.25701 0.26401 0.797 1.206 0.907
O 1.45568 -1.09140 0.58113 0.696 -1.077 0.561
F 0.23753 1.09454 -1.82775 -0.643 -0.306 -0.212
Br 1.17291 2.20491 0.36985 -0.154 0.043 0.209
H -1.47000 -0.28878 -0.47837 -0.929 -1.798 -0.212
H -1.34315 0.66115 1.03101 0.506 -0.855 2.854
H -1.98698 1.31432 -0.21497 -1.865 1.721 -1.339
```
Forces are in eV/Å.

## Properties
Multiplicity: 1
Gap between HOMO and LUMO (spin up / spin down): 10.86 / 5.74 eV
ΔE to the lowest compared entry with this formula, charge and spin: 57.66 kcal/mol
LUMO level (spin up / spin down): -0.0002 / -0.0794 hartree

---

# 3
2 unconnected molecules or ions with the total composition C3H9NO3 at a distorted geometry. Source: the OMol25 dataset; level of theory: ωB97M-V/def2-TZVPD.

The geometry in XYZ format:
```
16
Properties=species:S:1:pos:R:3:forces:R:3
O 2.28980 0.50357 0.46243 0.168 0.073 -0.358
C 1.21101 0.80219 0.02992 0.021 2.356 2.363
C -0.12621 0.56939 0.74983 1.680 -1.059 -2.392
N -0.69214 -0.09290 -0.45643 -3.416 -0.408 0.603
C -2.22384 -0.10335 -0.42681 2.147 -0.978 -0.097
O -2.62887 0.89290 -1.31728 -0.094 0.142 0.654
H 1.11143 1.49114 -0.81860 -0.038 -0.352 -0.503
H -0.57821 1.53918 0.94912 -0.304 -0.080 -0.220
H -0.03542 -0.03188 1.64702 -0.019 -0.141 0.116
H -0.47100 -1.07262 -0.58321 0.840 0.080 0.500
H -2.57693 -1.09146 -0.74607 0.017 0.123 -0.167
H -2.43080 -0.04295 0.64218 -0.969 0.881 -0.130
H -1.75700 1.10772 -1.67979 -0.344 0.389 -0.402
O 2.94409 -1.91325 0.56392 0.122 -0.058 -0.279
H 3.45854 -1.24789 1.03580 0.071 -0.324 0.251
H 2.50557 -1.30978 -0.05201 0.119 -0.645 0.061
```
Forces are in eV/Å.

## Properties
Multiplicity: 1
Gap between HOMO and LUMO: 10.96 eV
ΔE to the lowest compared entry with this formula, charge and spin: 69.82 kcal/mol
LUMO level: 0.0267 hartree

---

The lowest ΔE to the lowest compared entry with this formula, charge and spin belongs to which entry?
C2H3BrFNO2

---

multiplicity of number 1 (C49H60F5MnN8O4P2S2)?
5

---

Repeat the third record exactly.
2 unconnected molecules or ions with the total composition C3H9NO3 at a distorted geometry. Source: the OMol25 dataset; level of theory: ωB97M-V/def2-TZVPD.

The geometry in XYZ format:
```
16
Properties=species:S:1:pos:R:3:forces:R:3
O 2.28980 0.50357 0.46243 0.168 0.073 -0.358
C 1.21101 0.80219 0.02992 0.021 2.356 2.363
C -0.12621 0.56939 0.74983 1.680 -1.059 -2.392
N -0.69214 -0.09290 -0.45643 -3.416 -0.408 0.603
C -2.22384 -0.10335 -0.42681 2.147 -0.978 -0.097
O -2.62887 0.89290 -1.31728 -0.094 0.142 0.654
H 1.11143 1.49114 -0.81860 -0.038 -0.352 -0.503
H -0.57821 1.53918 0.94912 -0.304 -0.080 -0.220
H -0.03542 -0.03188 1.64702 -0.019 -0.141 0.116
H -0.47100 -1.07262 -0.58321 0.840 0.080 0.500
H -2.57693 -1.09146 -0.74607 0.017 0.123 -0.167
H -2.43080 -0.04295 0.64218 -0.969 0.881 -0.130
H -1.75700 1.10772 -1.67979 -0.344 0.389 -0.402
O 2.94409 -1.91325 0.56392 0.122 -0.058 -0.279
H 3.45854 -1.24789 1.03580 0.071 -0.324 0.251
H 2.50557 -1.30978 -0.05201 0.119 -0.645 0.061
```
Forces are in eV/Å.

## Properties
Multiplicity: 1
Gap between HOMO and LUMO: 10.96 eV
ΔE to the lowest compared entry with this formula, charge and spin: 69.82 kcal/mol
LUMO level: 0.0267 hartree

---

ΔE to the lowest compared entry with this formula, charge and spin of number 3 (C3H9NO3)?
69.82 kcal/mol